Formula: C26H48BClNPW
Source: OMol25
Level of theory: ωB97M-V/def2-TZVPD

Last column: Löwdin charge in e.
Geometry (Å):
W: 1.30078 0.38727 2.03883  0.927
P: 0.22005 0.57103 -0.15475  1.039
Cl: 2.07446 2.58152 2.23795  -0.047
C: -3.21699 -0.87201 1.05350  -0.053
H: -3.82712 -0.50039 0.20123  0.063
H: -2.62296 -0.08408 1.61763  0.084
C: 2.06109 0.75958 -0.56293  -0.491
C: -0.67626 2.23582 -0.46600  -0.399
C: 2.41935 0.77481 -2.06466  -0.204
H: 2.31029 1.74487 -0.14043  0.037
C: 3.88414 1.16047 -2.23706  -0.188
H: 2.24543 -0.21750 -2.50581  0.097
H: 1.79741 1.49275 -2.61342  0.093
C: 4.85172 0.34120 -1.37630  -0.187
H: 4.15580 1.05053 -3.29208  0.114
H: 3.99273 2.22508 -1.99629  0.119
C: 4.37000 0.07566 0.06093  -0.184
H: 5.05226 -0.61861 -1.87184  0.113
H: 5.81481 0.86272 -1.33431  0.112
C: 2.89235 -0.31726 0.13572  -0.288
H: 4.99930 -0.70136 0.51447  0.118
H: 4.53458 0.97642 0.66839  0.112
H: 2.73342 -1.27678 -0.37671  0.127
H: 2.66147 -0.56408 1.25859  0.020
C: -0.50841 -0.51952 -1.60283  -0.351
C: -2.17017 2.06751 -0.79140  -0.214
H: -0.58036 2.68415 0.54094  0.094
C: -2.90791 3.40916 -0.77699  -0.186
H: -2.29221 1.62175 -1.78762  0.097
H: -2.64173 1.35920 -0.09978  0.072
C: -2.24109 4.47808 -1.65662  -0.195
H: -3.93849 3.24851 -1.11916  0.113
H: -2.95927 3.77022 0.26014  0.118
C: -0.70907 4.53838 -1.54955  -0.187
H: -2.52342 4.31924 -2.70746  0.111
H: -2.64403 5.45895 -1.37850  0.108
C: -0.00630 3.17560 -1.47948  -0.207
H: -0.30085 5.09575 -2.40163  0.112
H: -0.43846 5.10723 -0.64990  0.117
H: -0.01634 2.71445 -2.47954  0.096
H: 1.05010 3.33552 -1.21963  0.109
C: 0.20171 -1.86744 -1.77044  -0.215
H: -1.53146 -0.70072 -1.21798  0.095
C: -0.55942 -2.80183 -2.72783  -0.185
H: 1.21206 -1.70750 -2.17609  0.095
H: 0.34212 -2.36095 -0.80107  0.093
C: -0.86715 -2.16607 -4.09391  -0.197
H: 0.03318 -3.71522 -2.87648  0.114
H: -1.50369 -3.10178 -2.25083  0.110
C: -1.39086 -0.72592 -4.00463  -0.185
H: 0.04510 -2.17651 -4.70797  0.113
H: -1.60663 -2.78235 -4.61999  0.109
C: -0.61336 0.13452 -3.00067  -0.208
H: -1.33786 -0.25112 -4.99618  0.116
H: -2.45080 -0.74099 -3.71303  0.116
H: 0.39654 0.28371 -3.40570  0.097
H: -1.07146 1.12917 -2.97299  0.077
C: 0.87794 -1.57179 1.96584  -0.315
C: -2.95913 -2.14869 1.25121  -0.203
H: 0.17659 -1.67721 1.10589  -0.017
C: -3.10603 -2.92731 2.52744  -0.203
H: -2.51285 -2.78387 0.46475  0.102
C: -1.98519 -2.76498 3.58080  -0.202
H: -4.03034 -2.59179 3.01893  0.112
H: -3.25132 -4.00111 2.33008  0.113
C: -0.58533 -3.35992 3.39386  -0.180
H: -1.97076 -1.73469 3.93659  0.109
H: -2.36742 -3.36698 4.42712  0.108
C: 0.75436 -2.63504 2.98751  -0.290
H: -0.35145 -3.70685 4.41437  0.107
H: -0.66427 -4.22165 2.72947  0.101
H: 1.21302 -2.24621 3.90475  0.075
H: 1.45528 -3.45292 2.71641  0.108
B: 0.15654 0.08313 6.60908  -0.415
C: 0.51854 0.22301 5.12463  -0.151
N: 0.82329 0.35048 3.98307  -0.099
H: -0.90373 0.64726 6.89927  0.019
H: 1.10656 0.60897 7.20324  0.022
H: 0.10753 -1.12267 6.86584  0.012

Output
DFT total energy = -1967.48512 Ha
expectation value of S² = 2.209
HOMO (spin up / spin down) = -7.40 / -7.68 eV
gap between HOMO and LUMO (spin up / spin down) = 6.84 / 6.82 eV
2S+1 = 3
total charge = 0
E_LUMO (spin up / spin down) = -0.6 / -0.9 eV